# C42H118N8O13

A cluster of 13 separate species, C42H118N8O13 in total at a distorted geometry (ωB97M-V with the def2-TZVPD basis set, the OMol25 dataset).

The molecular weight comes out at 943.45 Da. As for the LUMO energy: 0.566 eV. For the strongest force on any atom, the calculation gives 2.72 eV Å⁻¹. For the energy, the calculation gives -83998.5962 eV. The net charge is 0.

Each line ends with the Löwdin charge.
Geometry (Å):
1 C -0.7928 2.9691 -4.3481  -0.046
2 C 0.3673 2.7259 -3.3858  -0.470
3 C 1.4368 1.9218 -4.0873  -0.163
4 O 0.9572 0.5576 -4.3519  -0.217
5 C 1.6637 -0.1284 -5.3793  -0.095
6 N 0.9298 3.9886 -3.0315  0.077
7 H -1.6402 3.3767 -3.7519  0.075
8 H -1.1111 2.0533 -4.8398  0.075
9 H -0.6078 3.7356 -5.1053  0.083
10 H 0.0261 2.1314 -2.5636  0.089
11 H 2.2585 1.8009 -3.3372  0.116
12 H 1.7125 2.4760 -4.9811  0.128
13 H 1.5023 0.4291 -6.2857  0.078
14 H 1.3206 -1.1223 -5.4242  0.069
15 H 2.7791 -0.1263 -5.2410  0.092
16 H 0.2654 4.7373 -3.0235  0.061
17 H 1.2755 3.9580 -2.0925  0.046
18 C 5.1461 -5.0472 2.0727  -0.063
19 C 4.5215 -3.7238 1.5254  -0.461
20 C 4.9213 -2.6250 2.4759  -0.195
21 O 4.4774 -1.3608 1.9531  -0.213
22 C 3.1372 -0.9672 2.2295  -0.077
23 N 5.0516 -3.5689 0.1950  0.059
24 H 4.7186 -5.2558 3.0431  0.066
25 H 6.2258 -4.9225 2.2932  0.086
26 H 4.8709 -5.7787 1.3088  0.078
27 H 3.4596 -3.8386 1.5433  0.119
28 H 6.0266 -2.5531 2.4337  0.126
29 H 4.6083 -2.7380 3.5267  0.130
30 H 2.9133 -1.0625 3.3059  0.092
31 H 2.4408 -1.4887 1.6629  0.055
32 H 3.0722 0.0811 1.8933  0.077
33 H 5.0426 -2.6290 -0.1545  0.044
34 H 6.0169 -3.9712 0.1462  0.097
35 C -0.7072 7.3467 -0.2494  -0.071
36 C -1.5319 6.0580 -0.3144  -0.428
37 C -0.9323 4.9950 0.6191  -0.195
38 O -1.6212 3.7895 0.3470  -0.198
39 C -1.3133 2.8463 1.3262  -0.098
40 N -2.9006 6.4505 0.0473  0.027
41 H -0.5386 7.7495 0.7593  0.089
42 H -1.1999 8.0875 -0.8626  0.068
43 H 0.2662 7.2138 -0.6755  0.064
44 H -1.5955 5.7496 -1.3878  0.137
45 H -0.9162 5.2385 1.7023  0.133
46 H 0.1377 4.9377 0.4366  0.109
47 H -1.6798 3.2119 2.2598  0.074
48 H -0.2662 2.6404 1.4835  0.076
49 H -1.9115 2.0132 1.0401  0.060
50 H -3.5634 5.6986 -0.2644  0.059
51 H -3.1683 7.2689 -0.5119  0.070
52 C 3.5108 2.7621 -0.8380  -0.059
53 C 3.7287 2.7836 0.6507  -0.443
54 C 4.9031 3.6192 1.0435  -0.217
55 O 6.1378 2.9617 0.8025  -0.183
56 C 7.2008 3.7960 1.2165  -0.116
57 N 2.5090 3.2800 1.2695  0.076
58 H 2.5321 2.2020 -1.0902  0.090
59 H 4.2851 2.4139 -1.4685  0.048
60 H 3.3543 3.7366 -1.2893  0.074
61 H 3.9570 1.7677 1.0167  0.114
62 H 4.8150 3.9434 2.0721  0.123
63 H 4.7338 4.5178 0.4357  0.132
64 H 8.1861 3.3784 0.9624  0.075
65 H 7.1907 3.9368 2.3152  0.091
66 H 7.0526 4.8176 0.7441  0.105
67 H 1.7118 2.6789 1.0504  0.057
68 H 2.4946 3.5442 2.2266  0.033
69 C 8.1592 0.3072 0.8847  -0.053
70 C 7.3947 -0.5795 -0.0934  -0.447
71 C 6.2347 0.0827 -0.8150  -0.155
72 O 5.7999 -0.8833 -1.8319  -0.215
73 C 4.7380 -0.4079 -2.5781  -0.151
74 N 8.2732 -0.9804 -1.1848  0.037
75 H 7.4873 0.4454 1.7518  0.085
76 H 8.4988 1.2483 0.4195  0.070
77 H 9.0111 -0.3431 1.2648  0.096
78 H 7.0355 -1.3746 0.5130  0.094
79 H 6.6379 0.9650 -1.3021  0.128
80 H 5.4232 0.2528 -0.1734  0.091
81 H 4.5798 -0.9932 -3.5220  0.090
82 H 4.8837 0.6575 -2.9383  0.090
83 H 3.8213 -0.4003 -1.9301  0.095
84 H 7.9482 -1.6926 -1.8056  0.057
85 H 9.2134 -1.3431 -0.9460  0.083
86 C -3.7115 -7.7279 -1.8686  -0.064
87 C -4.1762 -6.4094 -2.4832  -0.419
88 C -3.0512 -5.4208 -2.5253  -0.256
89 O -3.5013 -4.0853 -2.5157  -0.207
90 C -2.5213 -3.2370 -3.1423  -0.078
91 N -4.8119 -6.6040 -3.8588  0.050
92 H -2.7515 -7.9943 -2.4159  0.104
93 H -4.5133 -8.4241 -2.0415  0.067
94 H -3.5524 -7.7545 -0.8109  0.065
95 H -4.9611 -5.9557 -1.7886  0.150
96 H -2.3178 -5.6322 -3.3555  0.140
97 H -2.4660 -5.6057 -1.5999  0.122
98 H -1.5699 -3.2407 -2.6213  0.065
99 H -2.9360 -2.2012 -3.1776  0.098
100 H -2.3194 -3.5345 -4.1951  0.098
101 H -5.3325 -5.7637 -4.1037  0.067
102 H -3.9987 -6.7415 -4.4080  0.042
103 C -5.0932 3.3980 0.5391  -0.062
104 C -4.9175 2.4595 -0.6722  -0.472
105 C -6.2829 2.0469 -1.1312  -0.186
106 O -6.1117 1.2158 -2.3136  -0.208
107 C -7.2843 0.8095 -2.9157  -0.163
108 N -4.2347 3.1850 -1.7503  0.049
109 H -5.5787 2.8872 1.4197  0.085
110 H -5.7176 4.2510 0.1348  0.092
111 H -4.0427 3.8166 0.7652  0.076
112 H -4.3082 1.5831 -0.3830  0.111
113 H -6.9749 2.9030 -1.3175  0.138
114 H -6.7672 1.3608 -0.4120  0.129
115 H -8.0022 1.6454 -3.1366  0.089
116 H -7.9581 0.1810 -2.2850  0.084
117 H -7.0320 0.3863 -3.9096  0.097
118 H -4.2046 2.6823 -2.6452  0.071
119 H -3.2087 3.2699 -1.4818  0.072
120 C -2.9162 3.0043 5.5580  -0.066
121 C -3.2476 1.5316 5.7309  -0.403
122 C -3.9120 0.8490 4.5202  -0.190
123 O -2.9404 0.6353 3.4996  -0.227
124 C -3.3780 -0.0295 2.3298  -0.089
125 N -1.9762 0.7912 6.0016  0.041
126 H -2.2006 3.3904 6.3173  0.077
127 H -3.6973 3.7470 5.5652  0.067
128 H -2.2875 3.0735 4.6184  0.075
129 H -3.9373 1.3272 6.5362  0.126
130 H -4.6986 1.4856 3.9777  0.141
131 H -4.3760 -0.1135 4.8320  0.127
132 H -2.6557 0.0706 1.5658  0.043
133 H -4.2581 0.4230 1.8909  0.079
134 H -3.6228 -1.0490 2.5707  0.080
135 H -2.1938 -0.1666 6.2311  0.063
136 H -1.5242 0.7045 5.0863  0.057
137 C 2.3322 -5.3933 -3.2280  -0.082
138 C 1.7504 -5.5397 -1.8448  -0.309
139 O 0.5674 -4.7209 -1.8019  -0.114
140 H 2.8030 -4.4317 -3.3622  0.068
141 H 1.4748 -5.5172 -3.9510  0.094
142 H 3.0471 -6.1579 -3.4079  0.059
143 H 2.4896 -5.1609 -1.1342  0.097
144 H 1.5003 -6.5489 -1.5298  0.108
145 H 0.1255 -4.8226 -0.9339  0.059
146 C 2.1788 2.0573 5.2450  -0.079
147 C 0.9139 2.7789 4.7876  -0.296
148 O 1.2382 3.9849 4.0410  -0.117
149 H 2.9933 2.0115 4.5697  0.048
150 H 1.9047 1.0215 5.4175  0.068
151 H 2.5627 2.5357 6.1867  0.091
152 H 0.1710 2.8812 5.5880  0.096
153 H 0.4446 2.1005 4.0372  0.097
154 H 0.5025 4.6421 4.0708  0.096
155 C -1.6925 0.4584 -1.4699  -0.085
156 C -0.6749 -0.3552 -0.7323  -0.318
157 O 0.6195 0.1895 -0.9691  -0.092
158 H -1.3968 1.4559 -1.2095  0.050
159 H -2.7105 0.1186 -1.1778  0.087
160 H -1.5526 0.2521 -2.5500  0.090
161 H -0.6864 -1.4185 -0.9885  0.106
162 H -0.8429 -0.2267 0.3497  0.098
163 H 0.7211 0.0732 -1.9285  0.063
164 C -1.4529 -3.4168 2.8097  -0.070
165 C -1.4049 -4.5857 1.8216  -0.330
166 O -2.7036 -5.0027 1.5069  -0.101
167 H -2.3415 -3.5744 3.4312  0.082
168 H -1.6346 -2.5180 2.2254  0.052
169 H -0.5800 -3.2843 3.4212  0.063
170 H -0.9335 -5.4801 2.2515  0.115
171 H -0.8522 -4.3026 0.8911  0.098
172 H -3.1794 -4.2515 1.0576  0.077
173 C -6.8313 -2.8398 -0.7303  -0.078
174 C -5.8280 -3.3106 0.2820  -0.295
175 O -4.5222 -2.7639 -0.0081  -0.096
176 H -7.8224 -3.2668 -0.4892  0.092
177 H -6.5299 -3.1102 -1.7082  0.060
178 H -6.9441 -1.7677 -0.7400  0.058
179 H -5.8767 -4.4175 0.2339  0.116
180 H -6.0211 -3.0281 1.2686  0.091
181 H -4.2871 -3.2016 -0.8366  0.041